Below is a structure of composition C36H67N5O8S4, with properties calculated with the ωB97M-V functional and the def2-TZVPD basis.

Calculated values
Highest occupied orbital energy   -7.16 eV

Geometry as ORCA input:
```
! wB97M-V def2-TZVPD RIJCOSX def2/J DEFGRID3
* xyz 0 1
C -1.402 -1.380 -2.794
C -1.228 -1.009 -4.304
C -0.491 -2.151 -5.072
C 0.741 -2.572 -4.382
N 1.696 -2.822 -3.842
H -0.400 -1.182 -2.414
H -1.513 -2.444 -2.585
H -2.160 -0.795 -2.274
H -0.698 -0.067 -4.448
H -2.199 -0.917 -4.791
H -0.393 -1.856 -6.116
H -0.992 -3.119 -5.045
C -3.729 -1.327 0.361
C -3.010 -0.583 1.512
C -3.719 -0.585 2.867
C -3.820 -1.841 3.446
N -4.008 -2.865 3.888
H -4.747 -1.206 -0.008
H -3.692 -2.387 0.611
H -3.141 -1.378 -0.556
H -2.970 0.495 1.354
H -2.029 -1.046 1.616
H -4.696 -0.112 2.764
H -3.117 -0.070 3.615
C 3.946 2.132 0.348
C 4.640 0.737 0.580
C 3.587 -0.410 0.540
C 2.781 -0.578 1.792
N 2.097 -0.702 2.710
H 2.978 2.026 0.838
H 3.730 2.361 -0.696
H 4.416 2.965 0.870
H 5.084 0.765 1.575
H 5.467 0.586 -0.113
H 4.089 -1.337 0.265
H 2.982 -0.185 -0.338
C -6.497 -0.218 -1.733
C -5.797 0.508 -0.490
C -4.338 1.036 -0.673
C -4.022 1.612 -1.980
N -3.825 2.057 -3.037
H -6.861 0.437 -2.524
H -7.394 -0.736 -1.394
H -5.859 -0.972 -2.195
H -5.741 -0.142 0.383
H -6.443 1.339 -0.205
H -3.623 0.225 -0.532
H -4.026 1.794 0.045
C -0.715 -4.588 -0.261
C -0.449 -4.184 -1.702
C 1.087 -3.847 -1.969
C 1.596 -2.637 -1.358
N 2.074 -1.684 -0.816
H -0.772 -3.704 0.374
H -0.180 -5.425 0.188
H -1.703 -5.039 -0.167
H -1.058 -3.281 -1.745
H -0.798 -4.928 -2.418
H 1.273 -3.616 -3.018
H 1.692 -4.697 -1.655
C 2.882 2.719 2.697
C 3.047 3.770 3.831
C 2.811 5.170 3.344
S 1.448 4.940 2.146
O 1.831 5.758 1.011
O 0.225 5.227 2.914
C 1.672 3.008 1.877
H 2.912 1.731 3.158
H 3.827 2.817 2.163
H 3.912 3.591 4.469
H 2.177 3.374 4.354
H 3.458 5.620 2.591
H 2.316 5.831 4.055
H 1.806 2.785 0.819
H 0.662 2.636 2.048
C 0.737 -0.603 0.906
C -0.636 -1.158 0.428
C -1.424 -0.162 -0.418
S -0.766 1.473 0.003
O -1.392 1.906 1.276
O -0.807 2.262 -1.186
C 0.899 0.796 0.343
H 1.595 -1.183 0.564
H 0.850 -0.435 1.977
H -1.186 -1.361 1.347
H -0.580 -2.048 -0.200
H -2.513 -0.192 -0.426
H -1.101 -0.301 -1.450
H 1.495 1.555 0.850
H 1.157 0.765 -0.716
C 0.428 -2.848 3.973
C 0.914 -2.264 2.640
C 0.583 -3.254 1.487
S -1.192 -3.702 1.880
O -1.465 -5.177 1.754
O -2.136 -2.697 1.268
C -1.028 -3.201 3.650
H 0.380 -2.077 4.742
H 0.909 -3.740 4.373
H 1.995 -2.194 2.765
H 0.475 -1.282 2.462
H 1.186 -4.162 1.512
H 0.603 -2.758 0.517
H -1.438 -4.066 4.172
H -1.671 -2.326 3.746
C 3.565 4.151 -3.104
C 2.020 4.285 -3.440
C 1.311 3.029 -2.924
S 2.068 2.622 -1.264
O 2.097 1.168 -1.016
O 1.839 3.569 -0.178
C 3.797 3.112 -2.018
H 3.995 5.120 -2.851
H 3.962 3.741 -4.033
H 1.909 4.237 -4.523
H 1.495 5.127 -2.990
H 1.506 2.225 -3.633
H 0.223 3.028 -2.974
H 4.172 2.176 -2.433
H 4.487 3.418 -1.232
*
```

***

Below is a cluster of 18 separate species, C36H68ClN17O36S in total, with properties calculated with the ωB97M-V functional and the def2-TZVPD basis.

Calculated values
Highest occupied orbital energy   -8.47 eV

Geometry as ORCA input:
```
! wB97M-V def2-TZVPD RIJCOSX def2/J DEFGRID3
* xyz 0 1
C -4.194 0.534 -3.445
C -3.674 2.072 -3.235
C -3.147 2.550 -4.670
C -2.186 3.832 -4.653
C -1.380 3.927 -6.066
C -1.204 3.933 -3.403
C -1.084 5.336 -2.701
C -0.148 5.537 -1.481
Cl 0.001 7.154 -0.613
C 0.722 4.375 -0.875
S 1.792 4.611 0.615
C 0.624 3.004 -1.579
C -0.321 2.805 -2.824
C -0.354 1.343 -3.444
O -0.355 1.051 -4.665
C -0.332 0.132 -2.372
C -1.164 -1.161 -2.498
C -0.988 -2.234 -1.362
C -0.016 -2.032 -0.149
C 0.821 -0.727 -0.029
C 0.628 0.332 -1.140
C 1.452 1.716 -1.059
O 2.633 1.784 -0.637
H -3.315 0.003 -3.978
H -5.131 0.483 -4.098
H -4.297 0.015 -2.432
H -4.613 2.643 -2.879
H -2.881 2.013 -2.422
H -4.093 2.863 -5.274
H -2.722 1.644 -5.237
H -2.844 4.783 -4.623
H -0.263 4.121 -5.870
H -1.545 2.925 -6.598
H -1.798 4.788 -6.729
H -1.663 6.262 -3.061
H 2.799 5.493 0.247
H -1.866 -1.344 -3.371
H -1.577 -3.221 -1.349
H 0.106 -2.794 0.694
H 1.515 -0.539 0.852
C 3.403 -5.634 -0.326
N 2.361 -4.574 -0.282
O 2.331 -3.778 -1.210
O 1.608 -4.581 0.687
H 3.993 -5.509 -1.232
H 4.026 -5.519 0.559
H 2.894 -6.594 -0.329
C -4.967 4.741 0.092
N -4.013 4.206 -0.914
O -3.999 4.745 -2.016
O -3.311 3.265 -0.563
H -5.519 5.566 -0.352
H -5.640 3.930 0.370
H -4.385 5.081 0.948
C 4.386 3.216 4.239
N 3.995 4.641 4.072
O 4.031 5.355 5.062
O 3.665 4.993 2.951
H 4.653 3.045 5.279
H 3.531 2.606 3.955
H 5.238 3.031 3.585
C 0.931 -2.812 -5.419
N 0.630 -4.200 -5.857
O 0.919 -5.107 -5.091
O 0.114 -4.333 -6.956
H 1.385 -2.846 -4.431
H 1.618 -2.382 -6.142
H -0.010 -2.264 -5.393
C 4.848 -10.095 -0.212
N 4.455 -8.673 -0.395
O 4.487 -7.950 0.591
O 4.129 -8.332 -1.519
H 5.111 -10.255 0.832
H 3.993 -10.710 -0.493
H 5.702 -10.286 -0.860
C 0.791 10.628 -0.630
N 0.397 12.050 -0.812
O 0.427 12.771 0.172
O 0.072 12.391 -1.937
H 1.054 10.468 0.415
H -0.061 10.012 -0.912
H 1.647 10.439 -1.276
C -6.603 5.738 -6.423
N -5.646 4.648 -6.100
O -5.465 4.392 -4.919
O -5.110 4.089 -7.042
H -7.001 6.143 -5.494
H -6.057 6.502 -6.975
H -7.400 5.307 -7.028
C 3.837 8.415 6.255
N 2.795 9.473 6.304
O 2.760 10.271 5.383
O 2.047 9.464 7.271
H 4.426 8.543 5.348
H 4.463 8.528 7.140
H 3.329 7.452 6.250
C -1.570 -6.404 0.981
N -1.480 -7.588 1.874
O -0.695 -8.469 1.563
O -2.203 -7.592 2.861
H -0.878 -6.535 0.151
H -2.596 -6.343 0.621
H -1.304 -5.527 1.570
C -1.609 3.337 -9.982
N -2.000 4.761 -10.151
O -1.966 5.473 -9.161
O -2.327 5.113 -11.272
H -1.345 3.167 -8.939
H -2.465 2.725 -10.267
H -0.756 3.151 -10.632
C 3.549 7.445 10.428
N 4.395 6.831 9.371
O 5.571 7.156 9.332
O 3.847 6.045 8.616
H 4.164 8.119 11.021
H 2.747 7.990 9.931
H 3.157 6.637 11.044
C -3.108 -10.292 4.476
N -3.542 -11.403 5.364
O -4.612 -11.938 5.113
O -2.795 -11.700 6.280
H -3.866 -10.138 3.710
H -2.999 -9.402 5.093
H -2.159 -10.581 4.027
C 4.924 -1.381 5.618
N 4.532 0.043 5.453
O 4.567 0.754 6.445
O 4.203 0.398 4.332
H 5.190 -1.553 6.659
H 4.070 -1.992 5.333
H 5.778 -1.564 4.966
C 0.487 0.026 6.004
N 1.448 -1.066 6.310
O 1.637 -1.335 7.483
O 1.979 -1.617 5.357
H 0.096 0.420 6.939
H 1.030 0.796 5.457
H -0.312 -0.400 5.399
C -0.382 -5.779 6.157
N -1.050 -4.791 5.271
O -1.845 -4.022 5.785
O -0.751 -4.823 4.089
H -0.741 -5.636 7.175
H -0.639 -6.773 5.793
H 0.691 -5.601 6.098
C 5.366 -3.073 -6.807
N 4.323 -2.015 -6.763
O 4.292 -1.220 -7.687
O 3.571 -2.022 -5.801
H 5.958 -2.945 -7.711
H 5.988 -2.957 -5.920
H 4.858 -4.036 -6.810
C -6.477 -11.833 2.249
N -6.579 -10.774 1.211
O -6.254 -9.641 1.532
O -6.980 -11.117 0.112
H -6.109 -11.387 3.171
H -7.474 -12.249 2.393
H -5.783 -12.588 1.882
*
```

***

Below is a cluster of 3 separate species, C36H69F2N6O7 in total, with properties calculated with the ωB97M-V functional and the def2-TZVPD basis.

Calculated values
Highest occupied orbital energy (spin up / spin down)   -10.74 / -11.35 eV

Geometry as ORCA input:
```
! wB97M-V def2-TZVPD RIJCOSX def2/J DEFGRID3
* xyz 1 3
C 2.822 -2.719 1.466
C 1.217 -2.611 1.046
C 0.936 -1.091 0.473
O 0.121 -1.220 -0.732
C 0.043 0.019 -1.525
N 1.122 0.245 -2.546
C 1.575 1.528 -2.895
N 2.549 1.923 -4.010
C 2.291 1.446 -5.421
O 0.951 0.875 -5.659
O 0.597 0.998 -6.907
C 2.348 3.425 -4.350
F 1.040 3.764 -5.031
C 2.053 4.051 -2.850
C 1.118 5.419 -3.123
O 1.238 6.400 -1.991
C 0.100 7.332 -1.985
C -1.262 6.884 -1.186
O 0.167 8.549 -2.573
N 3.251 4.648 -2.279
C 4.313 3.919 -1.937
C 4.816 4.067 -0.343
C 5.327 2.997 -2.835
N 1.257 2.883 -2.324
C 1.172 3.164 -0.874
C 2.035 2.208 0.140
C 1.647 -1.040 -3.192
C 2.832 -1.777 -2.257
F 0.535 -2.011 -3.530
H 2.998 -2.017 2.386
H 3.174 -3.832 1.641
H 3.432 -2.270 0.567
H 0.535 -2.836 1.976
H 1.067 -3.359 0.154
H 0.383 -0.419 1.269
H 1.982 -0.611 0.168
H -0.953 -0.121 -2.177
H -0.210 0.861 -0.781
H 2.631 2.222 -6.264
H 3.046 0.532 -5.584
H -0.410 0.834 -6.890
H 3.340 3.766 -4.879
H 1.529 6.047 -4.052
H -0.025 5.177 -3.194
H -0.914 6.346 -0.183
H -1.938 6.210 -1.866
H -1.831 7.871 -0.834
H 5.027 3.023 0.157
H 3.960 4.620 0.276
H 5.758 4.785 -0.322
H 6.405 2.927 -2.327
H 4.911 1.878 -2.794
H 5.465 3.355 -3.949
H 1.377 4.275 -0.522
H 0.025 3.004 -0.568
H 2.619 2.916 0.905
H 2.812 1.501 -0.375
H 1.261 1.632 0.843
H 2.194 -0.915 -4.206
H 3.651 -2.299 -2.927
H 3.393 -0.909 -1.676
H 2.326 -2.547 -1.519
C 2.204 -4.200 8.118
C 1.640 -3.868 6.710
C 0.156 -4.315 6.630
C -0.003 -5.829 6.558
C 0.816 -6.410 5.412
C 2.306 -5.971 5.413
N 2.491 -4.499 5.646
O 2.211 -3.841 4.435
C 3.094 -6.765 6.489
C 2.941 -6.463 4.068
C 1.687 -2.303 6.669
H 1.794 -3.524 8.879
H 1.951 -5.200 8.467
H 3.294 -4.087 8.146
H -0.322 -3.869 5.747
H -0.400 -3.937 7.497
H 0.285 -6.294 7.506
H -1.062 -6.075 6.408
H 0.746 -7.505 5.447
H 0.343 -6.105 4.469
H 4.113 -6.375 6.600
H 3.186 -7.823 6.213
H 2.618 -6.768 7.469
H 2.404 -6.090 3.188
H 2.914 -7.558 3.996
H 3.991 -6.155 3.987
H 2.718 -1.939 6.747
H 1.122 -1.872 7.505
H 1.243 -1.886 5.760
C -7.506 -0.165 -1.890
C -7.078 1.242 -2.389
C -6.529 1.132 -3.836
C -5.157 0.471 -3.899
C -4.168 1.178 -2.980
C -4.674 1.353 -1.522
N -6.088 1.852 -1.441
O -6.063 3.237 -1.687
C -4.557 0.010 -0.753
C -3.652 2.281 -0.780
C -8.432 2.029 -2.434
H -8.428 -0.498 -2.385
H -6.777 -0.946 -2.103
H -7.706 -0.160 -0.813
H -6.458 2.131 -4.287
H -7.229 0.566 -4.464
H -5.226 -0.590 -3.641
H -4.785 0.509 -4.930
H -3.221 0.623 -2.986
H -3.946 2.162 -3.415
H -5.033 0.077 0.232
H -3.507 -0.258 -0.582
H -4.983 -0.839 -1.285
H -3.515 3.244 -1.286
H -2.658 1.819 -0.737
H -3.968 2.476 0.252
H -8.872 2.112 -1.433
H -9.163 1.516 -3.073
H -8.327 3.037 -2.848
*
```

***

no.,E_tot (Eh)
1,-3878.79086
2,-5908.44311
3,-2467.03850